Record 1
# C26H16F4N2O

A single C26H16F4N2O molecule at a distorted geometry (the ωB97M-V functional and the def2-TZVPD basis, OMol25).

As for the HOMO energy: -9.43 eV. As for the LUMO energy: -0.28 eV. The calculation puts the orbital gap at 9.15 eV. Its multiplicity is 1. The total energy is -1584.515017 hartree. As for the net charge: 0.

Last column: Löwdin charge in e.
CARTESIAN COORDINATES (ANGSTROEM)
F -0.435 -0.785 -3.270  0.055
F 0.724 1.103 3.416  0.049
F 3.324 -2.104 0.880  0.034
F -0.154 3.813 -1.750  0.038
O -3.143 -1.477 0.216  0.109
N -2.537 1.974 -3.796  0.085
N 2.324 -1.980 4.368  0.090
C 2.966 -2.303 3.181  -0.023
C -0.282 1.408 -2.278  0.020
C -0.130 -3.627 -1.650  -0.074
C -1.116 -2.952 -0.969  -0.012
C 0.441 -1.235 -0.548  -0.089
C -0.854 -1.734 -0.340  -0.052
C -1.279 2.896 1.630  -0.096
C -2.522 2.375 1.778  -0.077
C -1.015 0.463 -3.113  -0.177
C -0.502 0.897 0.625  -0.106
C -2.767 1.095 1.339  0.028
C -2.028 0.759 -3.882  -0.113
C 1.162 -3.140 -1.767  -0.069
C -0.808 2.729 -2.334  -0.157
C -1.734 0.350 0.681  -0.086
C 0.935 1.050 -1.336  -0.047
C 1.402 -0.114 3.295  -0.121
C 1.505 -1.973 -1.134  -0.038
C 2.645 -1.666 2.020  -0.191
C -2.115 2.895 -2.859  -0.021
C 1.554 -0.920 4.408  -0.099
C 1.910 0.349 0.815  -0.049
C -0.306 2.207 1.036  -0.071
C -2.033 -0.977 0.194  -0.293
C 1.972 -0.500 2.045  -0.059
C 0.674 0.228 -0.112  -0.309
H -3.767 0.686 1.428  0.119
H -2.498 3.868 -2.692  0.103
H 2.761 -0.038 0.253  0.118
H -1.979 -3.466 -1.096  0.086
H -0.981 3.953 1.840  0.137
H 2.490 -1.477 -1.298  0.130
H 1.576 0.411 -2.002  0.138
H -0.425 -4.605 -2.130  0.129
H -3.265 2.978 2.415  0.139
H 2.163 1.378 0.989  0.124
H 1.458 1.965 -1.098  0.120
H 1.916 -3.810 -2.145  0.108
H 3.630 -3.114 3.119  0.108
H -2.466 0.092 -4.594  0.129
H 0.601 2.701 0.915  0.103
H 1.008 -0.624 5.310  0.130


Record 2
# C26H17BeCl5F2NOSe

C26H17BeCl5F2NOSe as an isolated structure at a distorted geometry (the ωB97M-V functional and the def2-TZVPD basis, OMol25).

As for the HOMO energy: -3.06 eV. As for the LUMO energy: 1.70 eV. The calculation puts the orbital gap at 4.77 eV. Its multiplicity is 1. The total energy is -6047.989455 hartree. For the energy above the lowest of the compared OMol25 structures with the same formula, charge and spin, the calculation gives 190.92 kJ/mol. As for the net charge: -1.

Last column: Löwdin charge in e.
CARTESIAN COORDINATES (ANGSTROEM)
Se 0.482 -0.530 -2.294  0.545
Cl 1.905 -4.031 -0.049  0.790
Cl 4.103 0.542 3.392  0.691
Cl 6.078 -1.457 2.045  0.687
Cl 0.966 0.113 3.120  0.817
Cl 4.993 -3.561 -0.133  0.641
F -1.237 -3.827 6.795  -0.020
F -4.859 -1.588 4.603  0.046
O 0.344 -2.113 1.333  -0.105
N -1.963 -0.576 1.586  0.095
C 0.006 2.873 -4.559  -0.052
C -4.294 -0.254 2.151  0.001
C -4.449 0.452 0.991  -0.058
C -3.578 -2.012 4.619  -0.195
C 3.293 0.826 -2.615  -0.123
C 1.297 3.418 -4.684  -0.302
C 1.646 -1.946 1.476  -0.391
C -1.362 -1.935 3.686  -0.122
C -3.115 -2.643 5.795  0.065
C -3.039 -0.803 2.387  -0.159
C 2.341 2.682 -4.092  -0.063
C 2.199 -0.899 2.242  -0.475
C 3.939 -2.516 0.817  -0.643
C -2.721 -1.643 3.554  -0.099
C 1.554 4.655 -5.487  -0.084
C 3.519 -0.705 2.371  -0.726
C 2.573 -2.748 0.755  -0.675
C 0.805 1.005 -3.257  -0.663
C -2.209 0.085 0.411  -0.030
C -1.712 1.178 -3.769  -0.133
C -1.759 -3.015 5.739  -0.194
C -0.906 -2.700 4.698  -0.041
C -3.377 0.766 0.173  -0.034
C 4.434 -1.501 1.668  -0.735
C -0.310 1.721 -3.839  -0.327
C 2.120 1.550 -3.353  -0.324
Be -0.624 -1.317 2.285  0.043
H -2.492 1.897 -4.027  0.057
H -0.882 3.359 -5.052  0.116
H -1.415 0.034 -0.266  0.023
H -1.931 0.727 -2.749  0.025
H 0.971 5.477 -5.109  0.060
H 2.645 4.829 -5.367  0.074
H 4.260 1.211 -3.062  0.064
H 3.371 3.062 -4.068  0.103
H -3.495 1.526 -0.625  0.125
H 0.104 -3.043 4.748  0.113
H 3.261 -0.296 -2.686  0.039
H 3.339 1.233 -1.572  0.075
H -1.777 0.296 -4.442  0.077
H -3.780 -2.769 6.656  0.126
H -5.140 -0.487 2.767  0.105
H -5.429 0.853 0.829  0.106
H 1.308 4.545 -6.537  0.065


Record 3
# C26H17BrCoF6N7O13S2

C26H17BrCoF6N7O13S2 as an isolated structure (the ωB97M-V functional and the def2-TZVPD basis, OMol25).

As for the HOMO energy (spin up / spin down): -6.36 / -6.36 eV. As for the LUMO energy (spin up / spin down): 1.88 / 1.88 eV. As for the expectation value of S²: 1.203. The calculation puts the orbital gap (spin up / spin down) at 8.24 / 8.24 eV. Its multiplicity is 2. The total energy is -7714.753710 hartree. For the energy above the lowest of the compared OMol25 structures with the same formula, charge and spin, the calculation gives 113.78 kJ/mol. As for the net charge: -1.

Last column: Löwdin charge in e.
CARTESIAN COORDINATES (ANGSTROEM)
Br 2.570 1.802 6.452  0.722
Co 0.022 -0.357 -0.390  0.705
S -2.460 4.799 -2.377  0.611
S -1.755 2.268 -1.487  0.676
F -1.034 4.991 -4.576  0.136
F -2.814 0.020 -2.166  0.150
F -0.386 6.284 -2.949  0.133
F -2.196 6.747 -4.055  0.144
F -2.705 1.446 -3.800  0.166
F -4.207 1.664 -2.244  0.163
O -0.581 -1.438 1.011  -0.075
O -1.296 -3.198 2.160  0.062
O -0.476 -1.676 -1.603  -0.107
O -2.438 2.373 -0.209  -0.300
O 1.862 0.010 1.562  -0.111
O -0.345 -2.368 -4.164  0.075
O -2.069 -3.444 -4.867  0.049
O -2.608 5.645 -1.231  -0.270
O -3.921 -6.639 -0.004  0.064
O -0.280 1.313 1.180  0.021
O -0.539 1.461 -1.491  -0.322
O -3.629 4.382 -3.101  -0.269
O -3.959 -6.805 -2.148  0.052
N -1.338 -3.045 -3.966  -0.334
N 1.710 -0.143 -1.542  -0.027
N -2.056 3.433 2.039  0.154
N -3.622 -6.242 -1.117  -0.358
N -1.965 3.782 4.234  0.166
N -1.391 3.618 -2.159  -0.278
N 2.234 1.071 -1.794  0.015
C -2.968 1.297 -2.512  -0.673
C -1.203 -2.719 -1.447  -0.241
C 2.118 -0.919 -2.539  -0.108
C -5.016 5.798 3.554  -0.107
C -5.073 5.574 2.166  -0.092
C -2.474 -4.561 -2.473  0.064
C 0.516 2.425 4.599  -0.076
C -4.129 4.796 1.524  -0.008
C -2.370 -4.371 -0.084  0.072
C 1.642 1.673 4.801  -0.674
C 2.143 0.823 3.819  -0.053
C -1.448 5.763 -3.569  -0.692
C -1.594 -3.244 -0.179  -0.039
C 2.923 -0.196 -3.434  -0.045
C 0.316 1.502 2.399  -0.146
C -1.394 3.188 3.221  -0.235
C -1.677 -3.447 -2.589  -0.044
C -1.138 -2.609 1.105  -0.553
C -0.171 2.351 3.372  -0.044
C -2.813 -5.027 -1.227  -0.138
C -3.060 4.450 3.705  -0.227
C 2.818 -1.016 1.797  -0.049
C -3.131 4.247 2.329  -0.173
C -4.018 5.246 4.337  -0.028
C 1.475 0.757 2.618  -0.214
C 2.959 1.082 -2.923  -0.083
H 3.029 0.233 4.005  0.102
H 1.947 1.852 -1.232  0.155
H 3.438 1.983 -3.278  0.120
H -3.972 5.420 5.406  0.105
H -4.153 4.625 0.453  0.094
H -5.878 6.018 1.589  0.098
H -2.622 -4.744 0.896  0.132
H 0.123 3.081 5.360  0.104
H 2.866 -1.595 0.882  0.089
H -5.773 6.424 4.016  0.092
H -1.798 3.198 1.092  0.084
H -2.813 -5.077 -3.356  0.129
H 1.803 -1.952 -2.577  0.113
H -1.188 1.640 1.136  0.077
H 2.493 -1.657 2.617  0.109
H 3.798 -0.592 2.015  0.094
H 3.396 -0.561 -4.332  0.098


Record 4
# C26H17ClN5ORuS

C26H17ClN5ORuS as an isolated structure at a distorted geometry (the ωB97M-V functional and the def2-TZVPD basis, OMol25).

As for the HOMO energy (spin up / spin down): -16.08 / -16.97 eV. As for the LUMO energy (spin up / spin down): -11.10 / -11.26 eV. As for the expectation value of S²: 6.047. The calculation puts the orbital gap (spin up / spin down) at 4.98 / 5.71 eV. Its multiplicity is 5. The total energy is -2302.196370 hartree. As for the net charge: +3.

Last column: Löwdin charge in e.
CARTESIAN COORDINATES (ANGSTROEM)
Ru 0.111 -1.140 -1.281  1.292
Cl -6.852 -2.722 -1.725  0.921
S 2.218 2.130 -3.911  1.182
O -1.141 -2.450 -2.271  -0.101
N -1.311 0.045 -0.597  -0.055
N 0.932 -0.864 0.580  0.009
N 1.377 0.303 -2.356  -0.082
N 1.951 0.446 2.100  0.182
N 2.494 0.791 -0.242  0.085
C 1.462 -3.490 3.054  -0.012
C -4.491 -1.587 -1.233  0.002
C 1.266 -1.619 1.626  -0.192
C -1.839 2.385 -0.090  0.045
C 1.882 -0.808 2.617  -0.144
C -1.544 3.639 0.411  0.008
C -5.191 -2.624 -1.896  -0.606
C 0.671 2.854 0.956  -0.125
C -4.496 -3.559 -2.704  -0.024
C 1.293 0.754 -3.583  -0.403
C 2.719 2.174 -2.285  -0.292
C 2.068 -2.662 4.040  0.010
C 1.396 0.491 0.761  -0.362
C 2.199 1.113 -1.602  -0.364
C 3.251 2.741 0.994  -0.007
C 1.996 3.283 1.280  0.093
C 2.281 -1.314 3.840  0.028
C 0.310 1.532 0.579  0.000
C -0.940 1.308 0.007  -0.139
C 3.487 1.622 0.227  0.009
C -3.151 -3.457 -2.822  0.071
C -0.292 3.880 0.936  0.047
C -3.124 -1.455 -1.330  -0.090
C 1.051 -2.991 1.854  0.012
C -2.553 -0.308 -0.638  -0.024
C -2.398 -2.429 -2.137  -0.286
H 3.371 2.954 -1.929  0.098
H -3.281 0.310 -0.119  0.141
H 4.115 3.312 1.311  0.142
H -2.276 4.433 0.350  0.140
H 2.739 -0.687 4.592  0.134
H -0.026 4.874 1.273  0.143
H 0.591 -3.609 1.094  0.119
H 2.249 1.253 2.618  0.154
H -2.580 -4.151 -3.424  0.148
H -5.050 -4.338 -3.212  0.140
H 1.336 -4.539 3.285  0.131
H 4.487 1.392 -0.132  0.169
H 2.368 -3.120 4.973  0.134
H 2.032 4.267 1.738  0.147
H -2.790 2.247 -0.588  0.131
H 0.692 0.274 -4.342  0.104
H -5.071 -0.886 -0.644  0.134


Copy entry 2 word for word.
# C26H17BeCl5F2NOSe

C26H17BeCl5F2NOSe as an isolated structure at a distorted geometry (the ωB97M-V functional and the def2-TZVPD basis, OMol25).

As for the HOMO energy: -3.06 eV. As for the LUMO energy: 1.70 eV. The calculation puts the orbital gap at 4.77 eV. Its multiplicity is 1. The total energy is -6047.989455 hartree. For the energy above the lowest of the compared OMol25 structures with the same formula, charge and spin, the calculation gives 190.92 kJ/mol. As for the net charge: -1.

Last column: Löwdin charge in e.
CARTESIAN COORDINATES (ANGSTROEM)
Se 0.482 -0.530 -2.294  0.545
Cl 1.905 -4.031 -0.049  0.790
Cl 4.103 0.542 3.392  0.691
Cl 6.078 -1.457 2.045  0.687
Cl 0.966 0.113 3.120  0.817
Cl 4.993 -3.561 -0.133  0.641
F -1.237 -3.827 6.795  -0.020
F -4.859 -1.588 4.603  0.046
O 0.344 -2.113 1.333  -0.105
N -1.963 -0.576 1.586  0.095
C 0.006 2.873 -4.559  -0.052
C -4.294 -0.254 2.151  0.001
C -4.449 0.452 0.991  -0.058
C -3.578 -2.012 4.619  -0.195
C 3.293 0.826 -2.615  -0.123
C 1.297 3.418 -4.684  -0.302
C 1.646 -1.946 1.476  -0.391
C -1.362 -1.935 3.686  -0.122
C -3.115 -2.643 5.795  0.065
C -3.039 -0.803 2.387  -0.159
C 2.341 2.682 -4.092  -0.063
C 2.199 -0.899 2.242  -0.475
C 3.939 -2.516 0.817  -0.643
C -2.721 -1.643 3.554  -0.099
C 1.554 4.655 -5.487  -0.084
C 3.519 -0.705 2.371  -0.726
C 2.573 -2.748 0.755  -0.675
C 0.805 1.005 -3.257  -0.663
C -2.209 0.085 0.411  -0.030
C -1.712 1.178 -3.769  -0.133
C -1.759 -3.015 5.739  -0.194
C -0.906 -2.700 4.698  -0.041
C -3.377 0.766 0.173  -0.034
C 4.434 -1.501 1.668  -0.735
C -0.310 1.721 -3.839  -0.327
C 2.120 1.550 -3.353  -0.324
Be -0.624 -1.317 2.285  0.043
H -2.492 1.897 -4.027  0.057
H -0.882 3.359 -5.052  0.116
H -1.415 0.034 -0.266  0.023
H -1.931 0.727 -2.749  0.025
H 0.971 5.477 -5.109  0.060
H 2.645 4.829 -5.367  0.074
H 4.260 1.211 -3.062  0.064
H 3.371 3.062 -4.068  0.103
H -3.495 1.526 -0.625  0.125
H 0.104 -3.043 4.748  0.113
H 3.261 -0.296 -2.686  0.039
H 3.339 1.233 -1.572  0.075
H -1.777 0.296 -4.442  0.077
H -3.780 -2.769 6.656  0.126
H -5.140 -0.487 2.767  0.105
H -5.429 0.853 0.829  0.106
H 1.308 4.545 -6.537  0.065


- Number 3 is which compound?
  C26H17BrCoF6N7O13S2